{
  "formula": "C20H50CaClFN6O16PSi2V",
  "method": "ωB97M-V/def2-TZVPD",
  "species": ["C", "C", "O", "O", "C", "C", "Si", "F", "O", "Si", "P", "N", "H", "H", "H", "H", "H", "H", "H", "H", "H", "H", "H", "H", "H", "O", "V", "O", "N", "O", "O", "O", "C", "N", "O", "O", "H", "H", "H", "Cl", "C", "C", "N", "C", "C", "C", "C", "C", "O", "C", "H", "H", "H", "H", "H", "H", "H", "H", "H", "H", "H", "H", "H", "H", "H", "H", "H", "H", "H", "H", "Ca", "N", "O", "O", "O", "N", "C", "C", "C", "C", "H", "H", "H", "H", "H", "C", "C", "C", "O", "H", "H", "H", "H", "H", "H", "H", "O", "H", "H"],
  "positions_angstrom": [[3.435, 5.483, 3.010], [4.446, 4.587, 2.028], [5.709, 4.300, 2.405], [3.912, 4.130, 0.736], [3.747, 2.641, 0.723], [2.235, 2.350, 1.288], [2.056, 0.591, 2.144], [1.848, -0.676, 0.879], [3.425, 0.254, 3.221], [4.287, -1.200, 2.737], [5.740, -0.649, 1.135], [4.897, -0.577, -0.247], [3.988, 6.489, 3.246], [2.417, 5.707, 2.456], [3.268, 4.934, 4.031], [4.577, 2.105, 1.366], [3.769, 2.281, -0.404], [1.464, 2.359, 0.392], [1.948, 3.226, 2.024], [0.843, 0.722, 2.992], [5.135, -1.585, 3.891], [3.438, -2.328, 2.373], [6.299, 0.649, 1.508], [6.844, -1.616, 1.066], [5.338, -1.263, -0.915], [-1.742, -1.263, 2.368], [-0.530, -2.489, 2.708], [0.682, -3.715, 3.048], [2.699, 5.421, 6.939], [2.614, 4.699, 7.946], [3.430, 6.426, 6.956], [2.053, 5.139, 5.916], [8.464, 3.181, 2.482], [8.939, 1.793, 2.231], [8.805, 1.349, 1.085], [9.431, 1.189, 3.191], [8.057, 3.589, 1.555], [7.693, 3.131, 3.253], [9.323, 3.767, 2.817], [-0.324, -1.720, -0.525], [-2.603, -2.220, -4.087], [-1.767, -3.197, -4.909], [-1.555, -4.575, -4.237], [-0.812, -4.349, -2.898], [-0.580, -5.433, -5.084], [-1.073, -5.854, -6.456], [-2.882, -5.320, -3.877], [-3.905, -5.515, -5.008], [-4.362, -4.271, -5.524], [-4.772, -4.338, -6.888], [-2.103, -1.932, -3.160], [-2.752, -1.304, -4.665], [-3.592, -2.607, -3.835], [-0.771, -2.771, -5.064], [-2.204, -3.357, -5.889], [0.102, -3.783, -3.100], [-0.570, -5.327, -2.469], [-1.464, -3.801, -2.211], [-0.334, -6.322, -4.495], [0.331, -4.835, -5.198], [-1.687, -6.756, -6.392], [-0.215, -6.130, -7.079], [-1.620, -5.075, -6.990], [-3.345, -4.737, -3.073], [-2.585, -6.291, -3.468], [-4.781, -6.031, -4.592], [-3.512, -6.157, -5.798], [-4.997, -5.360, -7.213], [-3.973, -3.925, -7.509], [-5.662, -3.719, -7.014], [-2.746, -0.087, 4.056], [-1.603, -0.224, 8.434], [-0.391, -0.161, 8.699], [-2.410, -0.598, 9.300], [-2.007, 0.086, 7.301], [-1.891, 6.739, 0.278], [-0.915, 5.906, -0.205], [0.196, 6.041, 0.598], [-0.123, 6.984, 1.603], [-1.418, 7.397, 1.384], [-2.814, 6.850, -0.119], [-1.094, 5.292, -1.077], [1.134, 5.516, 0.473], [0.522, 7.325, 2.403], [-2.042, 8.101, 1.917], [-6.494, 2.325, 0.411], [-6.471, 0.838, 0.804], [-7.902, 0.277, 0.753], [-6.046, 0.755, 2.052], [-7.123, 2.927, 1.080], [-5.486, 2.758, 0.420], [-6.891, 2.445, -0.604], [-5.919, 0.325, 0.003], [-8.584, 0.802, 1.435], [-7.925, -0.789, 1.012], [-8.314, 0.376, -0.258], [-0.313, -5.352, -0.150], [0.233, -6.127, -0.354], [0.225, -4.846, 0.476]],
  "forces_ev_per_angstrom": [[0.6526, -0.0848, -0.9842], [4.6228, -0.9697, 1.6395], [-8.0381, 1.5749, -2.5793], [1.2429, -0.5119, 3.2309], [-0.8700, -0.6325, -0.5261], [0.2518, 0.0610, -0.5421], [1.4518, -0.1767, -1.5271], [0.7903, 2.9557, 3.6308], [-1.6113, -1.7237, -3.2222], [0.0637, 1.3175, 1.9510], [-0.1344, 0.1772, -2.1113], [1.3696, -1.0381, 0.0392], [-1.0389, -1.9895, -0.4903], [2.1934, -0.5899, 1.1916], [0.3257, 0.9203, -2.1197], [-1.6491, 1.3348, -1.3825], [0.3464, 0.8643, 2.5240], [1.5278, 0.1076, 1.7856], [0.4707, -1.9384, -1.2703], [0.0050, -0.6454, -0.0820], [-0.1877, 0.0805, 0.0811], [-0.1897, 0.0129, -0.2611], [0.0125, -1.0048, 0.0808], [-0.6376, 0.9340, 0.6061], [-0.7317, 1.1285, 0.6882], [-1.5053, 1.4177, 2.8940], [4.3249, -3.5211, -1.4207], [-3.5594, 3.3724, -0.7142], [0.3209, 0.1296, 0.5747], [-0.0197, 0.3583, -0.6223], [-0.3751, -0.4911, -0.0962], [0.0136, -0.0470, 0.0968], [-0.0822, 0.2469, -0.1955], [0.4208, -0.7189, -0.0430], [0.2702, 0.2327, 1.5358], [-0.6977, 0.5993, -1.5337], [0.0626, -0.2396, 0.2844], [0.2244, 0.0457, -0.1284], [-0.1445, -0.2020, 0.0867], [-0.5166, -0.6064, 0.4197], [0.0532, -0.1394, 0.2965], [-0.0024, -0.0968, 0.2710], [0.3301, -0.1930, 0.3268], [-0.5939, -0.2071, -0.4799], [-0.4116, 0.4465, 0.0581], [-0.0558, -0.4272, -0.1879], [0.3207, 0.7159, -0.4987], [-0.0351, 0.2449, 0.1231], [0.1453, -0.5244, 0.0181], [0.0125, 0.2106, 0.0810], [0.0635, -0.0035, -0.0606], [0.0738, -0.1799, -0.0553], [0.1024, -0.0122, -0.1809], [-0.0024, -0.2970, 0.1768], [-0.0913, -0.1759, 0.1247], [-0.2493, -0.0340, 0.0705], [-0.1485, 0.3410, -0.1939], [0.3485, -0.0915, -0.1557], [-0.0970, 0.2844, 0.0707], [-0.2818, 0.0181, 0.2766], [0.0031, 0.2232, -0.0889], [-0.0642, 0.1506, 0.1977], [0.0436, -0.0485, 0.0755], [0.2549, -0.1019, -0.2062], [0.0082, 0.1692, -0.1073], [0.2636, -0.1565, 0.2295], [0.0131, 0.1438, 0.0028], [0.0002, 0.1329, 0.1111], [-0.0150, -0.0759, -0.1978], [0.0871, -0.0866, 0.0513], [0.6835, -0.6649, -0.8969], [0.9390, -0.7105, 2.2097], [-0.6273, 0.0560, -0.4783], [0.1020, 0.2217, -0.6363], [-0.7731, 0.3540, -2.3534], [-0.0546, -0.0348, 0.0181], [0.0802, -0.0738, -0.0621], [-0.1330, -0.2424, -0.3013], [-0.2872, 0.2506, 0.1761], [0.0596, 0.0735, 0.0838], [0.3877, -0.0367, 0.1663], [0.0765, 0.1051, 0.1400], [-0.1172, 0.0604, -0.0392], [-0.1376, -0.0368, -0.1095], [0.1498, -0.1119, -0.0760], [-0.1968, 1.1677, -0.4079], [-0.7930, 0.1981, -0.4327], [-1.0974, -0.2007, -0.2219], [1.3112, -0.4837, 1.0132], [0.1375, -0.3288, -0.0041], [-0.1546, -0.2806, 0.0944], [0.0278, -0.1682, 0.0497], [0.5775, -0.2823, 0.2676], [0.3391, -0.0293, -0.0564], [0.2159, 0.2654, 0.0165], [0.1425, 0.0324, 0.0165], [0.3295, -0.3810, -0.0283], [-0.1525, 0.2213, 0.2842], [-0.0861, 0.0900, -0.0689]],
  "lowdin_charge": [0.0050, -0.2567, -0.0440, -0.1330, -0.2016, -0.2222, 0.5756, -0.3735, -0.4517, 0.4592, 0.5490, -0.3952, 0.1065, 0.0683, 0.0813, 0.0920, 0.1423, 0.1018, 0.0910, -0.0129, -0.0575, -0.0410, -0.0366, -0.0068, -0.0376, -0.8953, 0.8399, -0.5860, -0.6060, 0.0730, 0.0553, 0.0204, 0.0234, -0.4285, 0.0144, 0.0437, 0.0891, 0.0904, 0.1031, -0.2019, -0.0520, -0.1477, -0.2260, -0.0242, -0.1518, -0.0645, -0.0413, -0.1932, -0.2114, -0.0759, 0.0526, 0.0953, 0.0752, 0.1352, 0.0966, 0.1078, 0.0815, 0.0538, 0.1299, 0.1315, 0.0759, 0.0941, 0.0732, 0.1351, 0.1413, 0.1394, 0.0927, 0.0945, 0.0830, 0.0952, 1.5957, -0.6413, 0.0103, -0.0035, -0.1250, -0.0077, -0.1446, -0.1179, -0.1132, -0.1404, 0.1458, 0.1032, 0.0770, 0.0910, 0.1062, -0.0573, -0.6393, -0.0599, -0.0934, 0.0850, 0.0750, 0.0806, 0.1240, 0.0849, 0.0764, 0.0789, -0.0864, 0.0458, 0.0176],
  "gap_ev": 1.4,
  "charge": 0
}